Below is C21H56CrF6O21PS7 as an isolated structure at a distorted geometry, with properties calculated with the ωB97M-V functional and the def2-TZVPD basis.

Results
- Energy: -7185.6087 hartree
- Net charge: +2
- Energy above the lowest of the compared OMol25 structures with the same formula, charge and spin: 11.2 kcal per mole
- Orbital gap (spin up / spin down): 6.957 / 8.578 eV
- E_HOMO (spin up / spin down): -15.15 / -15.15 eV
- Maximum force: 0.1006 hartree/bohr
- Expectation value of S²: 3.7644
- Spin multiplicity: 4

Positions of all 113 atoms, in Å:
Cr1 -0.35 0.15 -0.42
P1 -0.14 -2.17 -4.13
F1 1.46 -2.58 -4.02
F2 -0.12 -1.41 -2.70
F3 0.23 -0.78 -4.83
F4 -1.65 -1.72 -4.20
F5 -0.33 -2.86 -5.62
F6 -0.68 -3.56 -3.43
O1 1.09 0.91 0.95
S1 2.06 0.87 2.06
O2 2.02 -0.24 3.04
O3 3.51 0.97 1.35
C1 4.65 0.73 2.12
C2 5.78 0.71 1.16
C3 2.10 2.47 3.05
H1 4.59 -0.14 2.77
H2 4.84 1.61 2.73
H3 5.90 1.69 0.70
H4 5.70 -0.05 0.38
H5 6.72 0.44 1.64
H6 1.16 2.71 3.55
H7 2.46 3.28 2.41
H8 2.86 2.30 3.82
O4 -1.43 0.88 -2.04
S2 -2.70 1.06 -2.75
O5 -3.78 0.11 -2.67
O6 -3.31 2.53 -2.36
C4 -4.62 2.88 -2.80
C5 -4.34 4.27 -3.43
C6 -2.22 1.44 -4.53
H9 -5.37 2.92 -2.00
H10 -5.17 2.28 -3.53
H11 -5.26 4.65 -3.89
H12 -3.55 4.30 -4.18
H13 -4.06 4.92 -2.60
H14 -1.91 0.51 -5.00
H15 -1.49 2.25 -4.48
H16 -3.13 1.88 -4.95
O7 0.88 -1.55 -0.12
S3 2.04 -2.47 0.04
O8 3.44 -1.97 0.26
O9 1.63 -3.44 1.36
C7 2.68 -4.24 1.79
C8 2.34 -5.68 2.10
C9 2.09 -3.71 -1.33
H17 3.11 -3.77 2.67
H18 3.55 -4.26 1.13
H19 2.51 -6.26 1.19
H20 1.29 -5.65 2.39
H21 2.89 -6.07 2.95
H22 2.64 -3.15 -2.09
H23 1.13 -4.06 -1.73
H24 2.65 -4.59 -1.01
O10 -2.64 -1.17 3.30
S4 -1.26 -0.82 3.00
O11 -0.85 -0.54 1.62
O12 -0.67 0.51 3.91
C10 -0.93 0.54 5.27
C11 0.39 0.85 6.00
C12 -0.24 -2.23 3.61
H25 -1.38 -0.37 5.66
H26 -1.63 1.36 5.39
H27 0.25 0.94 7.08
H28 0.74 1.81 5.62
H29 1.16 0.11 5.79
H30 -0.56 -3.18 3.19
H31 -0.26 -2.12 4.69
H32 0.77 -2.13 3.22
O13 -1.46 1.64 0.39
S5 -1.97 2.70 1.31
O14 -2.51 2.41 2.65
O15 -0.74 3.73 1.51
C13 -0.88 4.78 2.56
C14 0.35 5.68 2.50
C15 -3.23 3.77 0.38
H33 -1.09 4.28 3.51
H34 -1.78 5.34 2.31
H35 0.36 6.59 3.10
H36 0.45 6.04 1.48
H37 1.26 5.15 2.77
H38 -3.65 4.54 1.02
H39 -4.00 3.10 -0.02
H40 -2.70 4.26 -0.43
O16 -1.60 -1.44 -0.76
S6 -2.11 -2.79 -0.48
O17 -1.11 -3.89 -0.38
O18 -2.92 -2.69 0.90
C16 -3.16 -3.92 1.65
C17 -4.36 -3.87 2.53
C18 -3.50 -3.18 -1.62
H41 -2.24 -4.17 2.18
H42 -3.30 -4.77 0.99
H43 -4.67 -4.88 2.78
H44 -5.15 -3.22 2.16
H45 -3.96 -3.43 3.45
H46 -4.35 -2.60 -1.27
H47 -3.66 -4.25 -1.46
H48 -3.11 -2.99 -2.62
O19 1.24 0.60 -1.67
S7 2.44 0.41 -2.52
O20 3.16 -0.90 -2.58
O21 1.96 0.91 -4.07
C19 2.74 0.62 -5.16
C20 2.11 1.17 -6.46
C21 3.68 1.72 -2.12
H49 2.93 -0.45 -5.21
H50 3.69 1.14 -4.99
H51 2.57 0.83 -7.38
H52 2.11 2.25 -6.34
H53 1.05 0.92 -6.51
H54 3.40 2.29 -1.24
H55 3.79 2.46 -2.91
H56 4.67 1.26 -2.03

Atomic partial charges in e from the Löwdin method, atoms 1 to 4:
1. Cr 1.14
2. P 0.22
3. F -0.15
4. F -0.19


Below is C21H56F6HfO21PS7 as an isolated structure at a distorted geometry, with properties calculated with the ωB97M-V functional and the def2-TZVPD basis.

Results
- Energy: -6188.4867 hartree
- Net charge: +3
- Energy above the lowest of the compared OMol25 structures with the same formula, charge and spin: 0.0 kcal per mole
- Orbital gap: 1.676 eV
- E_HOMO: -15.39 eV
- Maximum force: 0.1935 hartree/bohr
- Spin multiplicity: 1

Positions of all 113 atoms, in Å:
Hf1 -0.43 1.83 -3.10
P1 1.01 -0.20 -0.03
F1 0.15 0.34 -1.23
F2 -0.13 0.32 1.03
F3 0.32 -1.68 -0.02
F4 1.95 -0.72 1.20
F5 2.09 -0.58 -1.12
F6 1.84 1.23 0.09
O1 1.00 0.02 -3.97
S1 1.86 -0.83 -4.78
O2 1.52 -1.14 -6.16
O3 3.37 -0.17 -4.79
C1 4.35 -0.81 -5.53
C2 5.60 -0.02 -5.57
C3 2.24 -2.41 -3.74
H1 4.03 -0.82 -6.57
H2 4.52 -1.83 -5.18
H3 5.52 0.94 -6.08
H4 6.37 -0.58 -6.10
H5 5.96 0.32 -4.59
H6 2.46 -3.16 -4.50
H7 1.33 -2.53 -3.15
H8 3.06 -2.22 -3.04
O4 3.62 0.03 6.76
S2 3.44 -0.43 5.44
O5 2.98 -1.77 5.22
O6 2.46 0.66 4.62
C4 1.17 0.31 4.40
C5 0.29 0.94 5.52
C6 4.97 -0.14 4.45
H9 0.91 -0.73 4.18
H10 0.78 0.72 3.47
H11 0.53 0.57 6.51
H12 -0.71 0.64 5.19
H13 0.45 2.02 5.43
H14 5.78 -0.81 4.77
H15 5.28 0.90 4.40
H16 4.63 -0.40 3.45
O7 1.97 2.13 -2.69
S3 3.43 2.37 -2.82
O8 3.89 2.65 -4.19
O9 3.73 3.68 -1.81
C7 4.96 4.20 -1.59
C8 5.34 4.20 -0.10
C9 4.50 0.97 -2.06
H17 4.88 5.23 -1.93
H18 5.69 3.75 -2.26
H19 5.43 3.16 0.22
H20 4.58 4.70 0.50
H21 6.23 4.79 0.15
H22 5.58 0.99 -2.21
H23 4.12 0.01 -2.40
H24 4.33 1.14 -1.00
O10 -2.19 -5.35 1.91
S4 -1.89 -4.13 2.70
O11 -2.77 -2.94 2.58
O12 -1.64 -4.50 4.32
C10 -1.95 -5.78 4.70
C11 -2.01 -5.83 6.17
C12 -0.17 -3.53 2.41
H25 -1.08 -6.37 4.41
H26 -2.76 -6.17 4.09
H27 -2.91 -5.27 6.45
H28 -1.11 -5.46 6.66
H29 -2.17 -6.88 6.41
H30 0.23 -4.16 1.62
H31 0.45 -3.51 3.30
H32 -0.02 -2.51 2.04
O13 -2.15 1.55 -1.14
S5 -3.45 1.55 -0.39
O14 -4.07 2.75 0.13
O15 -4.52 0.72 -1.29
C13 -5.89 1.07 -1.40
C14 -6.44 0.10 -2.48
C15 -3.36 0.32 1.06
H33 -6.00 2.08 -1.78
H34 -6.40 0.83 -0.46
H35 -6.14 -0.94 -2.31
H36 -5.89 0.23 -3.42
H37 -7.51 0.18 -2.65
H38 -4.42 0.26 1.32
H39 -2.80 0.71 1.90
H40 -2.88 -0.54 0.59
O16 -1.69 -0.15 -2.76
S6 -2.00 -1.62 -2.83
O17 -1.00 -2.54 -3.31
O18 -2.52 -2.18 -1.30
C16 -2.53 -3.55 -0.99
C17 -4.01 -3.94 -0.60
C18 -3.55 -1.73 -3.79
H41 -1.86 -3.71 -0.14
H42 -2.21 -4.20 -1.81
H43 -4.14 -4.87 -0.04
H44 -4.55 -4.14 -1.52
H45 -4.50 -3.12 -0.08
H46 -3.28 -2.46 -4.55
H47 -3.63 -0.69 -4.10
H48 -4.39 -2.05 -3.18
O19 -0.01 2.99 -0.92
S7 -0.32 3.88 0.24
O20 0.70 4.81 0.62
O21 -1.70 4.59 -0.14
C19 -2.05 5.69 0.72
C20 -3.38 6.16 0.09
C21 -0.88 2.92 1.81
H49 -1.44 6.58 0.55
H50 -2.27 5.66 1.78
H51 -3.80 7.01 0.62
H52 -4.12 5.37 0.03
H53 -3.27 6.60 -0.90
H54 -1.29 3.67 2.49
H55 0.02 2.50 2.26
H56 -1.70 2.26 1.57

Atomic partial charges in e from the Löwdin method, atoms 1 to 4:
1. Hf 2.51
2. P 0.21
3. F -0.21
4. F -0.14


Below is C21H57BGaO8 as an isolated structure, with properties calculated with the ωB97M-V functional and the def2-TZVPD basis.

Results
- Energy: -3385.9775 hartree
- Net charge: -1
- Orbital gap: 7.332 eV
- E_HOMO: -5.04 eV
- Maximum force: 0.0174 hartree/bohr
- Spin multiplicity: 1

Positions of all 88 atoms, in Å:
C1 1.34 -3.82 1.37
Ga1 -0.25 -2.68 0.80
O1 -1.75 -3.90 0.72
B1 -2.87 -3.75 1.43
O2 -4.01 -4.44 0.98
O3 -3.04 -2.97 2.57
H1 1.12 -4.88 1.24
H2 2.22 -3.58 0.78
H3 1.55 -3.63 2.42
H4 -0.08 -2.12 -0.71
H5 -0.49 -1.47 1.83
H6 -3.77 -4.71 0.09
H7 -2.24 -2.97 3.10
C2 4.15 0.72 -3.66
C3 3.86 -0.42 -2.70
O4 2.49 -0.57 -2.40
C4 1.65 -0.91 -3.49
C5 1.98 -2.24 -4.14
H8 3.66 1.62 -3.28
H9 5.22 0.90 -3.73
H10 3.78 0.53 -4.67
H11 4.32 -0.21 -1.74
H12 4.30 -1.37 -3.06
H13 1.65 -0.10 -4.23
H14 0.64 -0.96 -3.07
H15 2.95 -2.22 -4.64
H16 1.22 -2.49 -4.88
H17 2.00 -3.02 -3.38
C6 1.19 2.80 -0.26
C7 2.70 2.87 -0.32
O5 3.20 3.44 -1.52
C8 2.85 4.78 -1.78
C9 3.38 5.78 -0.76
H18 0.81 2.31 -1.16
H19 0.89 2.22 0.61
H20 0.73 3.79 -0.19
H21 3.11 1.86 -0.31
H22 3.11 3.39 0.56
H23 1.77 4.88 -1.89
H24 3.29 5.01 -2.76
H25 2.91 5.64 0.22
H26 3.17 6.80 -1.08
H27 4.45 5.66 -0.63
C10 -0.80 7.09 -6.99
C11 0.58 6.53 -6.68
O6 1.00 6.74 -5.35
C12 0.19 6.16 -4.34
C13 0.08 4.64 -4.44
H28 -0.85 8.15 -6.71
H29 -1.01 7.00 -8.06
H30 -1.59 6.57 -6.45
H31 1.32 7.03 -7.30
H32 0.62 5.46 -6.93
H33 -0.81 6.61 -4.34
H34 0.67 6.43 -3.40
H35 -0.46 4.33 -5.33
H36 -0.45 4.25 -3.57
H37 1.07 4.19 -4.47
C14 2.12 0.96 5.63
C15 1.36 1.99 4.80
O7 0.81 1.46 3.61
C16 -0.15 0.42 3.77
C17 -1.38 0.84 4.55
H38 2.87 0.46 5.02
H39 2.63 1.46 6.46
H40 1.46 0.21 6.04
H41 2.05 2.77 4.47
H42 0.59 2.47 5.41
H43 0.32 -0.46 4.22
H44 -0.43 0.13 2.76
H45 -1.16 1.05 5.60
H46 -2.12 0.03 4.53
H47 -1.83 1.73 4.11
C18 -6.28 -8.74 4.71
C19 -4.77 -8.61 4.66
O8 -4.27 -8.20 3.40
C20 -4.71 -6.93 2.95
C21 -4.35 -5.77 3.86
H48 -6.63 -9.39 3.91
H49 -6.58 -9.17 5.67
H50 -6.78 -7.78 4.61
H51 -4.31 -9.58 4.85
H52 -4.42 -7.93 5.45
H53 -5.80 -6.94 2.77
H54 -4.24 -6.78 1.98
H55 -4.87 -5.85 4.82
H56 -4.61 -4.83 3.40
H57 -3.27 -5.77 4.06

Atomic partial charges in e from the Löwdin method, atoms 1 to 4:
1. C -0.26
2. Ga 0.40
3. O -0.07
4. B -1.02


Below is C21H57CrF6N10O11P3S2 as an isolated structure at a distorted geometry, with properties calculated with the ωB97M-V functional and the def2-TZVPD basis.

Results
- Energy: -5673.7264 hartree
- Net charge: -1
- Orbital gap (spin up / spin down): 3.012 / 6.573 eV
- E_HOMO (spin up / spin down): -0.88 / -4.44 eV
- Maximum force: 0.1096 hartree/bohr
- Expectation value of S²: 8.7579
- Spin multiplicity: 6

Positions of all 111 atoms, in Å:
Cr1 -0.40 0.24 -0.33
C1 -4.09 -2.17 0.10
F1 -4.85 -1.13 -0.08
F2 -4.78 -3.09 0.62
F3 -3.55 -2.48 -1.06
S1 -2.49 -1.76 1.25
O1 -3.09 -1.68 2.61
O2 -1.47 -2.79 1.08
O3 -1.97 -0.46 0.67
C2 2.14 4.04 -1.57
F4 3.38 4.36 -1.95
F5 2.29 3.95 -0.22
F6 1.36 5.08 -1.92
S2 1.38 2.45 -2.33
O4 2.53 1.86 -3.11
O5 1.02 1.54 -1.17
O6 0.29 2.77 -3.20
C3 -3.94 1.31 -3.19
N1 -3.10 1.73 -2.01
O7 -3.52 2.50 -1.13
O8 -2.08 1.07 -1.86
H1 -4.56 0.55 -2.72
H2 -3.29 0.89 -3.96
H3 -4.52 2.18 -3.48
O9 -0.11 -0.92 -2.13
P1 0.15 -1.87 -3.22
N2 -0.88 -3.16 -3.23
C4 -0.81 -4.33 -2.29
C5 -2.17 -3.04 -3.94
N3 1.73 -2.53 -3.25
C6 2.84 -1.52 -2.99
C7 2.22 -3.68 -4.10
N4 -0.04 -1.18 -4.88
C8 -0.25 0.28 -4.95
C9 0.36 -1.87 -6.12
H4 -1.39 -4.11 -1.39
H5 0.24 -4.42 -2.03
H6 -1.18 -5.15 -2.91
H7 -2.73 -2.11 -3.82
H8 -2.71 -3.97 -3.79
H9 -2.12 -2.96 -5.02
H10 2.52 -0.86 -2.19
H11 3.69 -2.00 -2.52
H12 3.26 -1.10 -3.90
H13 2.64 -3.29 -5.03
H14 2.84 -4.35 -3.51
H15 1.44 -4.36 -4.46
H16 -0.79 0.46 -4.02
H17 0.70 0.79 -5.14
H18 -0.82 0.32 -5.88
H19 -0.43 -1.59 -6.81
H20 0.39 -2.95 -6.04
H21 1.34 -1.54 -6.46
O10 -1.04 2.16 0.69
P2 -1.38 2.90 1.95
N5 -2.68 2.20 2.74
C10 -2.42 1.32 3.90
C11 -3.96 2.10 2.20
N6 -1.87 4.52 1.63
C12 -1.35 5.26 0.51
C13 -2.87 5.26 2.46
N7 -0.06 3.16 3.02
C14 -0.09 4.17 4.09
C15 1.32 2.85 2.74
H22 -2.43 0.31 3.50
H23 -3.20 1.51 4.64
H24 -1.50 1.59 4.41
H25 -4.00 2.75 1.33
H26 -4.73 2.26 2.95
H27 -4.15 1.11 1.77
H28 -0.61 5.88 1.01
H29 -1.02 4.60 -0.29
H30 -2.00 6.05 0.15
H31 -2.85 4.77 3.44
H32 -2.80 6.35 2.51
H33 -3.86 5.18 2.00
H34 0.56 3.87 4.92
H35 0.45 5.06 3.77
H36 -1.06 4.35 4.55
H37 1.81 3.59 2.10
H38 1.23 1.83 2.37
H39 1.88 2.72 3.66
O11 0.93 -0.47 1.20
P3 1.91 -1.36 1.98
N8 1.29 -1.95 3.48
C16 0.78 -0.96 4.44
C17 1.28 -3.28 4.01
N9 3.37 -0.53 2.20
C18 4.24 -0.61 3.39
C19 3.78 0.41 1.17
N10 2.42 -2.81 1.21
C20 3.64 -3.58 1.53
C21 1.56 -3.50 0.37
H40 1.03 0.04 4.09
H41 1.46 -1.04 5.28
H42 -0.25 -1.15 4.74
H43 0.46 -3.35 4.73
H44 2.25 -3.36 4.49
H45 1.10 -4.02 3.23
H46 5.12 -1.09 2.97
H47 4.46 0.36 3.84
H48 3.77 -1.26 4.13
H49 3.81 1.44 1.51
H50 4.80 0.23 0.86
H51 3.13 0.31 0.30
H52 3.95 -3.35 2.55
H53 3.51 -4.65 1.36
H54 4.41 -3.13 0.91
H55 0.77 -4.01 0.93
H56 2.02 -4.18 -0.34
H57 1.08 -2.79 -0.31

Atomic partial charges in e from the Löwdin method, atoms 1 to 4:
1. Cr 0.72
2. C -0.71
3. F 0.17
4. F 0.20